C43H62AlN9OP | wB97M-V/def2-TZVPD

The geometry in ORCA input format:
```
! wB97M-V def2-TZVPD RIJCOSX def2/J DEFGRID3
* xyz -1 1
C 0.6715 1.0709 6.9144
C 1.1529 0.3437 5.8678
Al 0.5782 0.7166 3.9503
O -0.2735 2.3184 3.8753
C 2.1188 0.7075 2.6386
C 3.2058 -0.3088 3.0833
P -0.8512 -1.0857 3.2836
C -2.6082 -0.6142 3.7817
C -0.2597 -2.5224 4.3229
C -0.7051 -3.9095 3.8207
H -0.3771 1.0283 7.2114
H 1.3100 1.7082 7.5365
H 1.8757 -0.4513 6.1027
H -1.1738 2.2728 4.2202
H 1.7168 0.3455 1.6871
H 2.4987 1.7270 2.5261
H 2.8249 -1.3174 2.9149
H 3.4213 -0.2118 4.1498
H 4.1297 -0.1364 2.5224
H -3.1379 -0.3625 2.8626
H -3.1578 -1.4147 4.2778
H -2.5743 0.2834 4.4021
H -0.5096 -2.3409 5.3715
H 0.8310 -2.4868 4.2592
H -0.9119 -3.9275 2.7533
H -1.6046 -4.2151 4.3630
H 0.0721 -4.6322 4.0838
N 2.0216 -3.6624 -1.1046
C 0.8426 -3.2531 -0.5362
C 0.8623 -1.8855 -0.4615
C 2.0992 -1.4494 -1.0042
C 2.7925 -2.5633 -1.3921
H 2.2762 -4.6169 -1.2775
H 0.0959 -3.9682 -0.2360
H 0.0793 -1.2637 -0.0573
H 2.4401 -0.4313 -1.0964
H 3.7636 -2.6716 -1.8463
N 5.0016 4.9309 1.7854
C 6.2402 4.3641 1.6439
C 6.3751 3.4022 2.6127
C 5.1696 3.3867 3.3628
C 4.3429 4.3374 2.8281
H 4.6322 5.6662 1.2124
H 6.9144 4.6935 0.8696
H 7.2397 2.7767 2.7649
H 4.9343 2.7481 4.1975
H 3.3452 4.6392 3.0984
N -2.3069 -2.1669 -4.3077
C -1.3196 -2.4817 -3.4243
C -0.5585 -3.4762 -3.9740
C -1.1152 -3.7713 -5.2523
C -2.1939 -2.9413 -5.4306
H -3.0111 -1.4698 -4.1490
H -1.2449 -1.9695 -2.4793
H 0.2986 -3.9341 -3.5093
H -0.7633 -4.5053 -5.9586
H -2.8839 -2.8371 -6.2510
N -2.4589 1.2084 -2.5044
C -3.7948 1.2266 -2.2065
C -3.9168 1.2845 -0.8422
C -2.6040 1.3068 -0.2977
C -1.7270 1.2618 -1.3478
H -2.0714 1.1621 -3.4292
H -4.5385 1.1952 -2.9850
H -4.8458 1.3080 -0.2947
H -2.3335 1.3499 0.7464
H -0.6505 1.2606 -1.3711
N 4.5035 -5.4192 -2.5973
C 5.4758 -5.6933 -1.6742
C 6.2656 -6.6900 -2.1817
C 5.7523 -7.0265 -3.4634
C 4.6671 -6.2237 -3.6922
H 3.7817 -4.7323 -2.4880
H 5.5197 -5.1578 -0.7407
H 7.1177 -7.1283 -1.6897
H 6.1366 -7.7719 -4.1397
H 3.9997 -6.1554 -4.5342
N 6.6408 1.5466 -0.3894
C 7.6276 0.7632 -0.9248
C 7.0314 -0.3432 -1.4772
C 5.6320 -0.2113 -1.2688
C 5.4268 0.9645 -0.6006
H 6.7823 2.4190 0.0893
H 8.6623 1.0552 -0.8631
H 7.5408 -1.1541 -1.9717
H 4.8637 -0.8984 -1.5713
H 4.5209 1.4338 -0.2534
N -4.0582 4.3239 0.8397
C -5.2069 4.7267 1.4607
C -5.1463 6.0877 1.6260
C -3.9115 6.5196 1.0767
C -3.2669 5.4070 0.5983
H -3.8305 3.3734 0.5973
H -5.9673 4.0118 1.7297
H -5.9030 6.7013 2.0874
H -3.5386 7.5294 1.0365
H -2.3142 5.2949 0.1099
N -5.0752 -1.5452 -9.7090
C -4.0812 -1.8659 -8.8253
C -3.3272 -2.8634 -9.3835
C -3.8865 -3.1526 -10.6568
C -4.9616 -2.3218 -10.8295
H -5.7796 -0.8474 -9.5583
H -3.9979 -1.3585 -7.8794
H -2.4697 -3.3328 -8.9305
H -3.5386 -3.8862 -11.3646
H -5.6525 -2.2173 -11.6485
N -6.1641 4.4535 4.5581
C -6.0910 5.4563 5.4815
C -6.9743 5.1676 6.4897
C -7.6012 3.9369 6.1611
C -7.0770 3.5214 4.9645
H -5.6258 4.4088 3.7081
H -5.4197 6.2864 5.3424
H -7.1494 5.7707 7.3653
H -8.3487 3.4159 6.7362
H -7.2755 2.6455 4.3703
*
```

Computed properties:
LUMO	1.7	eV
gap between HOMO and LUMO	4.83	eV
electronic energy	-76939.0476	eV
strongest force on any atom	2.3	eV Å⁻¹